# C16H24N3OS2V

A structure of composition C16H24N3OS2V (wB97M-V/def2-TZVPD, the Open Molecules 2025 dataset).

```
47
Properties=species:S:1:pos:R:3:lowdin_charge:R:1
V 0.139 -0.619 -0.340 0.5486
S 2.824 -0.091 3.155 1.0561
C 3.600 0.816 1.933 -0.4060
C 2.936 0.751 0.743 -0.2023
C 1.765 -0.063 0.780 -0.2468
C 1.607 -0.585 2.048 -0.5306
C 0.465 -1.439 2.384 -0.2610
C 0.228 -2.033 3.617 -0.0075
C -0.907 -2.803 3.795 -0.0387
C -1.781 -2.976 2.731 -0.0466
C -1.471 -2.377 1.526 -0.1134
N -0.383 -1.622 1.343 -0.0275
H 4.505 1.356 2.164 0.0694
H 3.288 1.275 -0.136 0.0946
H 0.928 -1.880 4.426 0.1097
H -1.106 -3.266 4.752 0.1176
H -2.678 -3.571 2.824 0.1114
H -2.112 -2.508 0.660 0.1216
C 0.034 0.717 -2.490 -0.0626
N -0.653 1.947 -2.121 -0.0856
C -0.657 3.012 -3.123 -0.0261
C -1.267 1.945 -0.905 -0.4061
O -1.090 0.927 -0.163 -0.1032
N -2.019 2.937 -0.401 -0.0944
C -2.432 2.851 1.002 -0.0103
C -2.559 4.139 -1.026 -0.0249
H 0.608 0.890 -3.396 0.1101
H -0.667 -0.100 -2.698 0.1039
H 0.825 0.414 -1.766 0.0442
H 0.052 2.741 -3.899 0.0903
H -0.326 3.957 -2.697 0.1016
H -1.629 3.130 -3.599 0.0957
H -1.981 1.993 1.482 0.0873
H -3.519 2.773 1.056 0.1018
H -2.121 3.763 1.512 0.1014
H -2.373 4.201 -2.083 0.0558
H -2.143 5.023 -0.540 0.1049
H -3.640 4.143 -0.874 0.1019
C 2.676 -2.437 -1.831 -0.3364
S 0.902 -2.520 -1.525 0.7693
C 0.791 -4.158 -0.779 -0.3420
H 2.959 -3.151 -2.602 0.0483
H 3.215 -2.635 -0.906 0.0533
H 2.904 -1.426 -2.160 0.0387
H 1.482 -4.231 0.060 0.0538
H 1.010 -4.926 -1.518 0.0484
H -0.228 -4.283 -0.419 0.0323
```

Results
HOMO (spin up / spin down) = -0.3590 / -0.3332 hartree
Max |F| = 1.1 eV Å⁻¹
Multiplicity = 2
DFT total energy = -70850.9920 eV
E_LUMO (spin up / spin down) = -2.626 / -2.573 eV
Total charge = +1
Gap between HOMO and LUMO (spin up / spin down) = 7.1 / 6.5 eV

# C4H8O2

A structure of composition C4H8O2 (wB97M-V/def2-TZVPD, the Open Molecules 2025 dataset).

```
14
Properties=species:S:1:pos:R:3:lowdin_charge:R:1
C -0.547 0.427 -1.763 -0.0812
O -0.309 -0.575 -0.802 -0.1838
C 0.687 -0.222 0.120 -0.4270
C 0.304 0.817 1.096 -0.0315
C 0.573 -1.120 1.326 -0.1458
O -0.528 -1.897 1.274 0.0052
H 0.384 0.649 -2.301 0.0954
H -0.927 1.354 -1.307 0.0918
H -1.291 0.042 -2.461 0.0933
H 1.690 -0.177 -0.311 0.1525
H -0.750 1.048 1.193 0.0923
H 0.992 1.642 1.292 0.0868
H 0.724 -0.274 2.214 0.1439
H -1.001 -1.715 0.428 0.1081
```

Results
HOMO = -0.2909 hartree
Max |F| = 1.2 eV Å⁻¹
DFT total energy = -8368.2611 eV
E_LUMO = 0.902 eV
Total charge = 0
Gap between HOMO and LUMO = 8.8 eV

# C36H72O37S8

A structure of composition C36H72O37S8 (wB97M-V/def2-TZVPD, the Open Molecules 2025 dataset).

```
153
Properties=species:S:1:pos:R:3:lowdin_charge:R:1
C 6.103 3.642 -1.984 -0.1419
C 4.925 3.001 -1.227 -0.1465
C 4.855 1.633 -1.864 -0.2385
O 6.186 1.284 -2.178 -0.1483
C 6.759 2.484 -2.750 -0.1604
H 6.803 4.006 -1.230 0.1064
H 5.839 4.517 -2.577 0.1012
H 3.993 3.547 -1.360 0.0718
H 5.171 2.962 -0.167 0.1162
H 4.290 1.708 -2.810 0.1149
H 4.288 0.881 -1.310 0.1099
H 6.548 2.506 -3.822 0.1176
H 7.817 2.359 -2.538 0.1196
C 3.307 0.039 4.997 -0.1535
C 2.289 0.354 3.893 -0.1525
C 1.042 -0.311 4.506 -0.1907
O 1.506 -1.440 5.252 -0.1386
C 2.912 -1.373 5.411 -0.2072
H 3.120 0.732 5.820 0.1139
H 4.331 0.154 4.644 0.1090
H 2.565 -0.166 2.975 0.0890
H 2.002 1.393 3.739 0.0989
H 0.319 -0.614 3.748 0.0981
H 0.567 0.317 5.266 0.1172
H 3.389 -2.151 4.801 0.1047
H 3.215 -1.594 6.439 0.1184
C -0.271 0.998 -6.633 -0.1394
C -1.727 0.890 -7.110 -0.1594
C -2.484 0.930 -5.796 -0.2036
O -1.788 1.899 -5.006 -0.1601
C -0.396 1.752 -5.278 -0.1867
H 0.348 1.553 -7.334 0.1081
H 0.181 0.022 -6.463 0.0993
H -1.939 -0.049 -7.622 0.1123
H -1.968 1.741 -7.744 0.1121
H -2.449 -0.019 -5.251 0.1240
H -3.502 1.301 -5.923 0.1192
H 0.158 1.193 -4.519 0.0984
H 0.074 2.733 -5.357 0.1059
C -4.312 -4.798 0.756 -0.1497
C -5.407 -4.927 1.837 -0.1457
C -4.665 -4.595 3.133 -0.2143
O -3.341 -4.174 2.849 -0.1314
C -3.018 -4.736 1.574 -0.1922
H -4.462 -3.900 0.161 0.0769
H -4.245 -5.598 0.016 0.1093
H -5.750 -5.959 1.876 0.1047
H -6.211 -4.223 1.634 0.1001
H -4.654 -5.469 3.800 0.1162
H -5.210 -3.856 3.728 0.1143
H -2.473 -5.670 1.741 0.1176
H -2.352 -4.032 1.063 0.1041
C 2.462 -5.835 2.200 -0.1596
C 1.403 -4.746 1.957 -0.1510
C 1.662 -3.743 3.094 -0.1786
O 2.419 -4.445 4.103 -0.1391
C 2.586 -5.796 3.727 -0.2250
H 3.428 -5.492 1.822 0.1040
H 2.164 -6.843 1.919 0.1060
H 0.429 -5.221 2.067 0.1051
H 1.561 -4.241 1.005 0.0864
H 0.719 -3.475 3.572 0.1252
H 2.248 -2.900 2.752 0.0892
H 1.856 -6.476 4.192 0.1160
H 3.568 -6.095 4.103 0.1180
C -2.640 -0.775 2.806 -0.1695
C -4.129 -0.399 2.963 -0.1460
O -4.236 0.043 4.307 -0.1957
S -3.106 -0.526 5.281 0.6174
O -3.572 -1.589 6.101 -0.2162
O -2.402 0.574 5.839 -0.2202
O -2.215 -1.169 4.094 -0.1861
H -2.112 0.141 2.536 0.1091
H -2.527 -1.576 2.084 0.1036
H -4.760 -1.270 2.777 0.1258
H -4.361 0.421 2.290 0.1041
C -3.271 4.951 4.424 -0.1509
C -3.860 3.544 4.166 -0.1376
O -2.762 2.634 3.992 -0.2198
S -1.423 3.487 3.658 0.6336
O -1.451 3.982 2.315 -0.2328
O -0.254 2.931 4.233 -0.1925
O -1.880 4.713 4.587 -0.1912
H -3.584 5.520 5.294 0.1320
H -3.452 5.570 3.540 0.1217
H -4.513 3.529 3.298 0.1131
H -4.358 3.136 5.045 0.1350
C 0.756 1.116 -0.991 -0.1447
C 0.414 1.542 0.446 -0.1097
O -0.261 0.378 0.962 -0.2070
S 0.363 -0.984 0.381 0.5977
O -0.706 -1.876 0.131 -0.2147
O 1.485 -1.370 1.172 -0.2295
O 0.872 -0.297 -0.971 -0.1882
H 1.718 1.532 -1.287 0.1139
H -0.005 1.487 -1.672 0.1076
H -0.381 2.282 0.425 0.1095
H 1.261 1.819 1.069 0.1378
C -2.357 3.295 -2.062 -0.1490
C -3.814 3.028 -2.416 -0.1315
O -4.533 2.971 -1.161 -0.2001
S -3.616 3.288 0.105 0.6066
O -3.344 2.064 0.797 -0.2251
O -4.184 4.369 0.837 -0.2171
O -2.344 3.808 -0.725 -0.1816
H -1.877 3.987 -2.748 0.1329
H -1.743 2.394 -2.067 0.1069
H -3.900 2.188 -3.097 0.1084
H -4.305 3.899 -2.858 0.1350
C 2.304 6.835 -2.717 -0.1645
C 0.970 6.680 -3.465 -0.1095
O 0.856 5.250 -3.769 -0.2084
S 1.858 4.441 -2.837 0.5776
O 2.324 3.279 -3.501 -0.2051
O 1.301 4.305 -1.528 -0.2177
O 2.988 5.590 -2.796 -0.1811
H 2.121 7.122 -1.680 0.1326
H 2.931 7.618 -3.137 0.1345
H 0.878 7.187 -4.420 0.1302
H 0.088 6.882 -2.861 0.1294
C 5.616 -1.996 -1.019 -0.1272
C 4.563 -2.284 0.110 -0.1404
O 5.273 -2.133 1.355 -0.2104
S 6.593 -1.225 1.121 0.6082
O 7.560 -1.667 2.062 -0.2084
O 6.190 0.139 1.004 -0.2188
O 6.859 -1.843 -0.313 -0.1914
H 5.430 -1.084 -1.575 0.1022
H 5.731 -2.886 -1.628 0.1274
H 4.182 -3.292 0.240 0.1201
H 3.835 -1.474 0.063 0.1064
C -6.719 -1.146 -1.928 -0.1573
C -6.611 0.204 -1.186 -0.1540
O -5.378 0.178 -0.474 -0.2099
S -4.342 -0.835 -1.199 0.6404
O -3.534 -1.563 -0.291 -0.1978
O -3.787 -0.182 -2.342 -0.2130
O -5.521 -1.839 -1.639 -0.1875
H -6.867 -0.957 -2.992 0.1295
H -7.540 -1.752 -1.558 0.1312
H -7.400 0.292 -0.437 0.1329
H -6.670 1.118 -1.777 0.1257
C 2.253 -3.553 -2.465 -0.1339
C 1.400 -4.143 -3.579 -0.1789
O 1.262 -3.164 -4.581 -0.1744
S 2.453 -2.086 -4.530 0.6178
O 1.922 -0.818 -4.150 -0.2277
O 3.280 -2.179 -5.675 -0.2025
O 3.164 -2.728 -3.226 -0.2084
H 2.790 -4.243 -1.824 0.1325
H 1.665 -2.874 -1.844 0.1156
H 0.417 -4.493 -3.266 0.1389
H 1.899 -5.041 -3.965 0.1346
```

Results
HOMO = -0.3017 hartree
Max |F| = 2.4 eV Å⁻¹
DFT total energy = -200929.2998 eV
E_LUMO = -0.111 eV
Total charge = 0
Gap between HOMO and LUMO = 8.1 eV